Here is 10 unconnected molecules or ions with the total composition C42H68FN9 at a distorted geometry from the Open Molecules 2025 dataset. Energies are from wB97M-V/def2-TZVPD.

- 2S+1: 2
- Charge: -1
- E_LUMO (alpha / beta): 0.06890 / 0.06713 Eh
- Orbital gap (alpha / beta): 1.6 / 7.1 eV
- Molar mass: 718.07 g mol⁻¹

Positions of all 120 atoms, in Å:
H (-3.02, 5.62, 3.21)
H (-0.33, 1.78, 5.55)
C (0.78, -0.05, 5.98)
C (0.74, -1.50, 6.15)
H (-1.20, 5.94, 1.28)
H (1.43, -6.93, -4.14)
H (-8.19, -4.66, -0.88)
C (0.45, -6.78, -3.67)
H (-3.34, 4.20, -1.64)
H (1.99, -0.48, 1.99)
H (0.56, -4.68, -2.79)
H (-0.62, -0.11, -2.43)
H (-0.67, 5.46, -1.22)
H (3.84, 4.81, 2.20)
H (-1.73, 3.76, 2.28)
H (-2.33, -3.34, 0.15)
C (-1.13, 0.65, 0.26)
H (2.79, -1.31, 3.30)
C (6.53, 0.75, 2.92)
N (1.98, 1.96, -0.76)
C (-2.14, -5.50, -0.01)
H (-1.90, -1.17, -0.23)
C (2.06, 2.84, 0.03)
H (0.20, -5.05, -5.76)
H (-0.19, -7.43, -4.25)
C (3.78, -0.31, -4.25)
H (-0.82, -1.85, -2.56)
H (3.23, -0.21, -5.18)
H (-1.20, -0.71, 4.19)
H (-7.66, -3.11, -0.93)
C (-1.77, -6.64, 0.67)
C (2.77, -0.37, 2.75)
H (-6.08, -5.38, -2.41)
H (-2.34, -3.32, 2.62)
C (0.26, -3.09, -5.04)
H (2.46, 0.51, -2.92)
H (4.53, 5.37, -0.28)
C (0.62, -4.52, -4.91)
C (-7.50, -4.05, -1.47)
H (1.52, 3.79, 1.77)
H (2.45, 0.46, 3.39)
H (-4.30, -3.74, -2.95)
H (-0.91, 3.97, -0.70)
H (-8.07, -3.96, -2.39)
H (1.83, 4.90, 0.59)
H (-1.58, -7.67, 2.47)
H (1.11, 0.36, 6.94)
H (1.71, -4.52, -4.85)
H (-0.30, 4.34, 3.20)
C (-4.96, -2.27, -1.58)
N (7.60, 1.22, 2.79)
C (-0.98, -0.82, 0.21)
H (-3.06, 5.94, -1.73)
N (-1.31, 1.77, 0.26)
H (0.00, 3.59, -2.95)
N (0.02, -1.97, -5.14)
H (-1.82, 3.61, 3.97)
H (-0.93, -4.95, -3.44)
C (2.23, 3.96, 0.97)
N (-4.73, -1.31, -0.95)
C (-0.16, -1.07, -2.20)
H (4.08, 0.82, -2.31)
C (-1.73, -6.69, 2.06)
C (-1.26, 6.54, 2.19)
H (-1.14, 0.46, 6.49)
H (1.54, 0.05, 5.20)
H (3.51, -1.27, -3.81)
H (-1.73, -5.28, 3.82)
H (-5.62, -4.96, -0.78)
C (-1.29, 4.61, -1.49)
H (1.06, -0.63, -0.43)
C (0.13, 6.87, 2.47)
C (-5.20, -3.42, -2.43)
C (0.11, -5.22, -3.62)
C (-1.22, 0.37, 4.28)
H (4.55, -0.78, 1.42)
C (-1.93, 5.67, 3.25)
H (4.10, 3.13, 1.77)
H (-1.78, 7.46, 1.95)
H (0.72, -1.05, -2.84)
H (-5.82, -2.97, -3.21)
H (-1.00, 4.97, -3.64)
C (-2.14, -4.25, 2.10)
C (3.75, 4.08, 1.39)
H (5.41, -0.74, 3.87)
C (-0.94, 4.15, -2.92)
H (-1.67, -7.53, 0.06)
C (-6.00, -4.54, -1.72)
C (4.49, 2.68, -4.50)
C (-2.69, 5.01, -1.29)
C (0.19, -1.20, -0.76)
H (4.83, -0.35, -4.54)
H (4.72, 3.54, -0.66)
H (3.91, 0.84, 1.60)
N (0.72, -2.67, 6.26)
H (0.67, -7.18, -2.68)
H (-0.69, 0.81, 3.43)
H (0.40, -2.26, -0.59)
N (5.47, 2.97, -4.95)
H (3.08, 3.02, -3.24)
C (-2.24, -4.28, 0.68)
C (-0.49, 0.70, 5.64)
H (5.68, 4.44, 0.35)
H (2.50, 2.12, -4.68)
C (-1.38, 4.23, 3.20)
C (4.09, -0.09, 2.13)
N (-2.80, 2.64, -4.05)
C (3.26, 2.18, -3.91)
N (1.20, 7.08, 2.65)
C (5.25, 0.12, 3.22)
C (-2.00, 3.27, -3.49)
H (-2.20, 0.85, 4.27)
C (4.63, 4.34, 0.07)
H (4.93, 0.89, 3.92)
H (-0.97, -1.18, 1.24)
H (-2.96, 5.01, -0.24)
C (-1.84, -5.45, 2.76)
C (3.48, 0.73, -3.21)
F (-2.35, -5.55, -1.40)
H (-1.65, 6.16, 4.18)

These are the Mulliken partial charges, in e, on atoms 1 to 99: H 0.424; H 0.294; C 0.498; C 0.039; H -0.447; H 0.416; H 0.386; C -1.474; H 0.460; H -0.184; H 0.073; H 0.251; H 0.400; H 0.467; H 0.154; H 0.541; C -0.430; H 0.668; C -0.011; N -0.136; C 0.038; H -0.511; C -0.065; H 0.328; H 0.347; C -1.430; H 0.314; H 0.340; H 0.380; H 0.345; C -0.455; C -0.849; H 0.333; H 0.531; C 0.117; H -0.260; H 0.360; C -0.339; C -1.304; H -0.260; H 0.062; H 0.187; H -0.238; H 0.327; H 0.342; H 0.322; H 0.396; H 0.320; H 0.103; C 0.157; N -0.504; C 0.702; H 0.299; N -0.248; H 0.024; N -0.474; H 0.290; H 0.070; C 0.137; N -0.513; C -0.905; H 0.378; C -0.635; C 0.321; H 0.361; H -0.448; H 0.382; H 0.346; H 0.342; C 0.481; H -0.043; C 0.142; C -0.249; C 0.188; C -0.969; H 0.517; C -0.769; H -0.095; H 0.393; H 0.053; H 0.350; H 0.331; C -0.895; C -0.165; H 0.522; C 0.010; H 0.334; C -0.392; C 0.124; C -1.574; C -0.264; H 0.406; H 0.206; H -0.186; N -0.448; H 0.418; H 0.108; H 0.461; N -0.497